DFT (ωB97M-V with the def2-TZVPD basis set) results for the ion C14H30N2O4 with charge +2 at a distorted geometry.

Last column: natural (NBO) charge in e.
CARTESIAN COORDINATES (ANGSTROEM)
C 6.689 -1.079 -0.237  -0.421
N 5.906 0.105 0.164  -0.201
C 6.518 0.695 1.373  -0.414
C 5.938 1.110 -0.918  -0.422
C 4.507 -0.270 0.502  -0.248
C 3.694 -0.936 -0.622  -0.098
O 2.339 -1.072 -0.217  -0.492
C 1.580 0.042 -0.273  0.805
O 2.035 1.116 -0.557  -0.594
C 0.144 -0.256 0.076  -0.498
C -0.744 0.949 -0.221  -0.519
C -2.150 0.848 0.297  0.816
O -2.921 1.771 0.363  -0.605
O -2.502 -0.397 0.667  -0.513
C -3.719 -0.548 1.393  -0.109
C -4.901 -1.102 0.589  -0.243
N -5.710 -0.166 -0.253  -0.204
C -6.061 1.067 0.481  -0.438
C -6.955 -0.875 -0.619  -0.414
C -5.000 0.200 -1.492  -0.426
H 7.728 -0.798 -0.399  0.246
H 6.302 -1.502 -1.161  0.235
H 6.654 -1.838 0.542  0.240
H 5.972 1.586 1.678  0.241
H 7.550 0.975 1.171  0.242
H 6.510 -0.020 2.193  0.239
H 5.268 1.937 -0.687  0.246
H 5.637 0.670 -1.866  0.236
H 6.948 1.499 -1.031  0.243
H 4.523 -0.946 1.360  0.235
H 3.977 0.643 0.790  0.250
H 3.720 -0.332 -1.535  0.211
H 4.026 -1.956 -0.826  0.217
H 0.108 -0.509 1.138  0.252
H -0.173 -1.141 -0.475  0.251
H -0.307 1.855 0.206  0.272
H -0.797 1.124 -1.299  0.258
H -3.965 0.399 1.881  0.227
H -3.489 -1.293 2.161  0.234
H -5.582 -1.541 1.321  0.243
H -4.532 -1.903 -0.057  0.240
H -6.794 1.634 -0.089  0.242
H -5.180 1.695 0.613  0.267
H -6.488 0.822 1.451  0.233
H -7.548 -1.088 0.269  0.239
H -6.727 -1.813 -1.122  0.238
H -7.552 -0.260 -1.290  0.242
H -4.699 -0.694 -2.037  0.231
H -4.125 0.801 -1.263  0.248
H -5.654 0.792 -2.130  0.241

Calculated values
- ΔE to the lowest compared entry with this formula, charge and spin (kJ/mol) = 5.4
- orbital gap (eV) = 11.788
- net charge = +2
- highest occupied orbital energy (eV) = -15.93
- DFT total energy (eV) = -26161.0014
- SMILES = C[N+](C)(C)CCOC(=O)CCC(=O)OCC[N+](C)(C)C